ORCA calculation (ωB97M-V/def2-TZVPD) on C35H23F2IrN6O5S as an isolated structure in a non-equilibrium geometry.

For the molar mass, the calculation gives 869.89 g/mol. The total energy is -2754.51216 a.u. Its LUMO energy (alpha / beta) is -3.267 / -3.259 eV. The calculation puts the HOMO energy (alpha / beta) at -7.35 / -7.35 eV. The orbital gap (alpha / beta) is 4.1 / 4.1 eV.

The geometry in XYZ format:
```
73
C35H23F2IrN6O5S | the Open Molecules 2025 dataset | ωB97M-V/def2-TZVPD
Ir 0.5029 -0.0611 -0.2022
F -3.1232 -3.0142 2.5101
C -1.8654 -2.8761 2.0599
C -1.4927 -1.6985 1.4302
C -0.1894 -1.5422 0.9713
C 0.7509 -2.5861 1.1963
C 0.3122 -3.7680 1.7922
F 1.1508 -4.8120 1.9435
C -0.9860 -3.9332 2.2305
C 2.1071 -2.2912 0.7633
C 3.2453 -3.0409 1.0601
C 4.4853 -2.5946 0.6450
C 4.5633 -1.4104 -0.0822
C 3.4008 -0.7127 -0.3555
N 2.2010 -1.1289 0.0600
H -2.2260 -0.9172 1.2840
H -1.2945 -4.8505 2.7052
H 3.1538 -3.9648 1.6076
H 5.3773 -3.1483 0.8951
H 5.5129 -1.0283 -0.4245
H 3.4430 0.2071 -0.9233
O -0.9150 1.6269 -0.2599
C -0.0178 2.2823 -0.8207
N -0.0806 3.5132 -1.3398
C 1.1470 3.8203 -2.0532
C 1.9990 2.5401 -1.6988
O 3.1445 2.3569 -2.0257
N 1.2159 1.7365 -0.9657
C 0.9428 3.8768 -3.5533
C -0.3166 4.1020 -4.1029
C -0.4899 4.0766 -5.4754
C 0.5798 3.8374 -6.3199
C 1.8401 3.6387 -5.7788
C 2.0209 3.6554 -4.4079
C 1.9427 4.9465 -1.4248
C 2.6784 5.8373 -2.1955
C 3.5450 6.7294 -1.5883
C 3.6949 6.7405 -0.2121
C 2.9353 5.8801 0.5630
C 2.0695 4.9848 -0.0364
H -0.9266 4.0543 -1.3790
H -1.1683 4.3150 -3.4723
H -1.4711 4.2466 -5.8870
H 0.4308 3.7882 -7.3865
H 2.6876 3.4603 -6.4229
H 3.0019 3.4763 -3.9895
H 2.5786 5.8283 -3.2708
H 4.1151 7.4122 -2.1976
H 4.4125 7.4023 0.2493
H 3.0386 5.8969 1.6373
H 1.4989 4.3018 0.5799
O -0.3767 0.1262 -8.7528
S -0.3828 -1.1291 -9.4552
O -1.3572 -1.2712 -10.5021
O 0.8964 -1.7734 -9.6370
C -1.0223 -2.3552 -8.1501
N -1.4274 -3.5089 -8.5667
C -1.7595 -4.3521 -7.5520
C -1.6472 -3.9898 -6.2396
C -1.1681 -2.6882 -5.9133
N -0.8658 -1.8844 -6.9843
C -0.9175 -2.1467 -4.6349
C -1.1227 -2.8329 -3.4129
C -0.7476 -2.2542 -2.2339
N -0.1819 -1.0331 -2.1535
C -0.0341 -0.3395 -3.3031
C -0.3856 -0.8338 -4.5232
H -2.1071 -5.3256 -7.8648
H -1.9053 -4.6819 -5.4555
H -1.5660 -3.8145 -3.4082
H -0.8986 -2.7682 -1.2958
H 0.3957 0.6504 -3.2246
H -0.2582 -0.2554 -5.4248
```

Partial atomic charges computed with the Mulliken method, in multiples of e:
1. Ir 0.957
2. F -0.326
3. C 0.338
4. C -0.357
5. C -0.035
6. C -0.061
7. C 0.599
8. F -0.320
9. C -0.739
10. C 0.518
11. C -0.890
12. C -0.372
13. C -0.875
14. C 0.114
15. N -0.257
16. H 0.540
17. H 0.513
18. H 0.493
19. H 0.450
20. H 0.460
21. H 0.427
22. O -0.746
23. C 0.107
24. N 0.010
25. C 2.770
26. C -0.076
27. O -0.689
28. N -0.222
29. C -0.331
30. C -0.479
31. C -0.883
32. C -0.553
33. C -1.098
34. C 0.018
35. C 0.140
36. C -0.124
37. C -1.026
38. C -0.425
39. C -0.828
40. C -0.457
41. H 0.306
42. H 0.276
43. H 0.440
44. H 0.461
45. H 0.441
46. H 0.553
47. H 0.514
48. H 0.420
49. H 0.410
50. H 0.397
51. H 0.329
52. O -0.575
53. S 1.097
54. O -0.686
55. O -0.677
56. C 0.193
57. N -0.491
58. C -0.575
59. C -0.398
60. C 0.190
61. N -0.233
62. C 1.161
63. C -1.168
64. C -0.034
65. N -0.048
66. C -0.395
67. C -1.123
68. H 0.432
69. H 0.345
70. H 0.376
71. H 0.307
72. H 0.570
73. H 0.900